{
  "formula": "C48H120BCdF4N8O4S",
  "method": "ωB97M-V with the def2-TZVPD basis set",
  "homo_lumo_gap_ev": 8.11,
  "charge": -1,
  "e_above_lowest_kj_mol": 0.0,
  "elements": ["Cd", "S", "O", "O", "O", "O", "B", "F", "F", "F", "F", "C", "C", "N", "C", "C", "C", "C", "H", "H", "H", "H", "H", "H", "H", "H", "H", "H", "H", "H", "H", "H", "H", "C", "C", "N", "C", "C", "C", "C", "H", "H", "H", "H", "H", "H", "H", "H", "H", "H", "H", "H", "H", "H", "H", "C", "C", "N", "C", "C", "C", "C", "H", "H", "H", "H", "H", "H", "H", "H", "H", "H", "H", "H", "H", "H", "H", "C", "C", "N", "C", "C", "C", "C", "H", "H", "H", "H", "H", "H", "H", "H", "H", "H", "H", "H", "H", "H", "H", "C", "C", "N", "C", "C", "C", "C", "H", "H", "H", "H", "H", "H", "H", "H", "H", "H", "H", "H", "H", "H", "H", "C", "C", "N", "C", "C", "C", "C", "H", "H", "H", "H", "H", "H", "H", "H", "H", "H", "H", "H", "H", "H", "H", "C", "C", "N", "C", "C", "C", "C", "H", "H", "H", "H", "H", "H", "H", "H", "H", "H", "H", "H", "H", "H", "H", "C", "C", "N", "C", "C", "C", "C", "H", "H", "H", "H", "H", "H", "H", "H", "H", "H", "H", "H", "H", "H", "H"],
  "xyz": [[-10.590, 11.371, -21.367], [-8.522, 12.300, -19.919], [-8.784, 10.924, -20.548], [-8.295, 12.133, -18.500], [-7.413, 12.937, -20.620], [-9.844, 13.012, -20.257], [-12.569, 10.083, -20.992], [-11.393, 9.247, -21.199], [-13.697, 9.391, -20.694], [-12.202, 10.952, -19.904], [-12.711, 10.849, -22.183], [-15.160, 11.517, -24.303], [-15.975, 12.782, -24.519], [-16.150, 13.155, -25.925], [-16.679, 12.080, -26.756], [-18.070, 11.670, -26.353], [-14.971, 13.762, -26.528], [-14.550, 15.057, -25.857], [-14.214, 11.585, -24.845], [-15.685, 10.606, -24.585], [-14.894, 11.450, -23.247], [-16.981, 12.731, -24.084], [-15.596, 13.634, -23.953], [-15.998, 11.214, -26.821], [-16.725, 12.481, -27.774], [-18.472, 10.932, -27.055], [-18.750, 12.521, -26.417], [-18.127, 11.215, -25.364], [-14.117, 13.060, -26.576], [-15.222, 13.975, -27.572], [-13.780, 15.559, -26.446], [-15.400, 15.739, -25.791], [-14.163, 14.892, -24.853], [-18.042, 12.739, -16.594], [-16.969, 12.008, -17.384], [-16.863, 10.583, -17.152], [-18.084, 9.867, -17.440], [-18.058, 8.423, -16.954], [-15.699, 10.021, -17.821], [-14.373, 10.472, -17.236], [-19.043, 12.352, -16.775], [-18.024, 13.798, -16.863], [-17.827, 12.707, -15.524], [-17.142, 12.180, -18.468], [-16.041, 12.515, -17.128], [-18.919, 10.346, -16.936], [-18.276, 9.875, -18.533], [-19.078, 8.048, -16.839], [-17.556, 7.753, -17.652], [-17.574, 8.332, -15.981], [-15.726, 10.295, -18.900], [-15.762, 8.935, -17.818], [-14.316, 10.156, -16.190], [-14.207, 11.547, -17.277], [-13.544, 10.009, -17.772], [-9.926, 4.030, -17.732], [-10.576, 3.212, -18.851], [-11.906, 3.683, -19.230], [-11.847, 5.034, -19.760], [-13.196, 5.638, -20.057], [-12.451, 2.775, -20.238], [-12.699, 1.373, -19.705], [-9.569, 4.999, -18.068], [-9.078, 3.462, -17.340], [-10.622, 4.152, -16.901], [-9.938, 3.249, -19.758], [-10.631, 2.178, -18.516], [-11.311, 5.642, -19.030], [-11.211, 5.094, -20.671], [-13.914, 5.412, -19.263], [-13.140, 6.717, -20.177], [-13.639, 5.253, -20.979], [-11.730, 2.702, -21.077], [-13.372, 3.201, -20.624], [-11.813, 0.744, -19.731], [-13.519, 0.902, -20.250], [-13.065, 1.427, -18.675], [-8.037, 11.664, -25.017], [-8.681, 11.346, -23.672], [-10.103, 11.767, -23.473], [-10.928, 11.295, -24.596], [-10.981, 9.778, -24.729], [-10.163, 13.260, -23.494], [-11.493, 13.827, -23.042], [-8.478, 11.085, -25.831], [-6.978, 11.421, -24.946], [-8.133, 12.716, -25.289], [-8.603, 10.271, -23.494], [-8.111, 11.810, -22.864], [-11.953, 11.638, -24.459], [-10.615, 11.734, -25.551], [-11.587, 9.504, -25.595], [-9.988, 9.347, -24.868], [-11.419, 9.318, -23.842], [-9.940, 13.664, -24.487], [-9.423, 13.690, -22.813], [-11.456, 14.919, -23.027], [-11.806, 13.524, -22.041], [-12.317, 13.589, -23.723], [-6.667, 7.699, -16.928], [-8.119, 7.620, -17.336], [-9.030, 8.220, -16.374], [-8.884, 7.694, -15.031], [-9.233, 6.213, -14.795], [-10.419, 8.130, -16.808], [-10.634, 8.723, -18.184], [-6.032, 7.371, -17.756], [-6.411, 7.140, -16.030], [-6.366, 8.743, -16.790], [-8.197, 8.137, -18.290], [-8.367, 6.554, -17.519], [-9.485, 8.318, -14.360], [-7.870, 7.860, -14.660], [-8.697, 5.550, -15.472], [-10.305, 6.055, -14.935], [-9.040, 5.973, -13.748], [-10.750, 7.076, -16.844], [-11.052, 8.684, -16.110], [-11.696, 8.747, -18.458], [-10.275, 9.751, -18.235], [-10.236, 8.103, -18.988], [-9.896, 5.677, -24.464], [-8.472, 5.945, -24.026], [-8.372, 7.238, -23.348], [-7.000, 7.685, -23.167], [-6.320, 8.061, -24.475], [-9.079, 7.236, -22.060], [-8.524, 6.293, -20.997], [-10.585, 5.504, -23.637], [-9.932, 4.789, -25.099], [-10.257, 6.553, -25.007], [-8.078, 5.137, -23.383], [-7.809, 5.980, -24.892], [-7.068, 8.630, -22.607], [-6.394, 7.045, -22.508], [-5.398, 8.617, -24.294], [-6.052, 7.176, -25.056], [-6.980, 8.708, -25.053], [-10.142, 7.055, -22.233], [-9.030, 8.272, -21.723], [-8.629, 5.228, -21.221], [-9.104, 6.436, -20.082], [-7.477, 6.499, -20.777], [-14.388, 7.962, -23.542], [-14.396, 7.551, -25.023], [-15.231, 6.401, -25.368], [-14.742, 5.142, -24.853], [-13.336, 4.789, -25.345], [-16.633, 6.570, -25.008], [-17.249, 7.842, -25.540], [-14.010, 8.979, -23.452], [-13.841, 7.278, -22.901], [-15.414, 7.993, -23.161], [-14.764, 8.404, -25.598], [-13.374, 7.387, -25.359], [-14.790, 5.035, -23.750], [-15.418, 4.345, -25.192], [-13.305, 4.909, -26.427], [-12.653, 5.504, -24.885], [-13.019, 3.800, -25.022], [-16.805, 6.496, -23.921], [-17.152, 5.714, -25.453], [-17.059, 7.966, -26.608], [-16.812, 8.707, -25.036], [-18.325, 7.847, -25.372], [-11.722, 15.362, -19.122], [-12.795, 14.315, -18.909], [-14.119, 14.867, -19.232], [-14.626, 15.534, -18.033], [-15.833, 16.439, -18.265], [-15.039, 13.825, -19.659], [-14.815, 13.428, -21.116], [-11.545, 15.455, -20.199], [-10.764, 15.101, -18.678], [-12.050, 16.364, -18.834], [-12.555, 13.447, -19.520], [-12.794, 13.916, -17.879], [-14.929, 14.760, -17.296], [-13.830, 16.106, -17.558], [-16.686, 15.906, -18.678], [-16.119, 16.886, -17.310], [-15.564, 17.272, -18.919], [-16.068, 14.201, -19.624], [-15.074, 12.936, -19.016], [-14.739, 14.324, -21.733], [-15.614, 12.803, -21.519], [-13.897, 12.841, -21.176]],
  "forces_ev_per_a": [[0.2, 0.7, -1.1], [0.9, -0.2, 0.2], [1.6, -0.7, 0.6], [-0.4, 0.4, -0.1], [-0.3, 0.1, -0.1], [0.6, 0.8, 0.8], [-0.5, -1.1, 0.7], [-1.2, -0.2, 0.0], [0.0, -0.2, -0.1], [-0.9, -0.2, -0.3], [-0.4, -0.1, 0.3], [0.2, 0.4, 0.6], [-0.8, 0.2, -0.1], [0.1, 0.3, 0.0], [0.3, 0.4, -0.2], [-0.5, -0.4, -0.3], [0.0, -0.2, -0.1], [-0.1, 0.1, 0.0], [0.0, -0.2, -0.1], [0.0, 0.0, -0.1], [0.0, -0.2, 0.0], [0.0, -0.6, -0.1], [0.5, -0.1, -0.3], [-0.1, 0.0, 0.2], [0.0, 0.0, 0.0], [0.2, -0.1, 0.0], [0.1, 0.1, 0.3], [0.0, 0.1, 0.1], [0.0, 0.1, 0.1], [0.0, 0.0, 0.0], [0.1, -0.1, 0.0], [0.0, -0.1, 0.1], [0.1, 0.1, 0.0], [0.0, 0.1, 0.2], [-0.4, 0.2, -0.4], [0.3, 0.0, 1.0], [0.1, -0.3, -0.2], [-0.1, -0.3, -0.1], [0.0, 0.5, -0.8], [0.1, -0.4, 0.3], [-0.1, 0.1, 0.0], [-0.1, 0.0, -0.2], [-0.1, -0.2, 0.0], [0.0, 0.1, 0.1], [0.2, -0.3, -0.1], [0.0, 0.2, -0.1], [-0.2, 0.1, 0.1], [0.0, 0.0, -0.1], [0.1, 0.0, 0.1], [0.1, 0.1, 0.0], [0.0, 0.0, 0.1], [0.0, 0.0, 0.2], [0.0, 0.1, 0.0], [-0.1, 0.0, -0.1], [-0.1, 0.0, -0.1], [-0.1, -0.5, 0.0], [0.2, 0.6, 0.0], [-0.1, -0.5, -0.1], [0.6, 0.4, 0.0], [-0.6, 0.0, -0.1], [0.4, -0.1, 0.0], [-0.7, 0.1, 0.3], [0.0, 0.0, 0.1], [0.1, 0.1, -0.1], [-0.1, 0.2, -0.1], [0.1, -0.2, 0.2], [-0.2, 0.0, -0.1], [-0.2, 0.1, 0.1], [-0.1, -0.2, 0.1], [0.1, 0.1, 0.1], [0.1, 0.1, 0.1], [0.1, 0.0, 0.0], [-0.2, 0.1, -0.1], [-0.1, 0.0, 0.0], [0.0, -0.1, -0.1], [0.3, -0.1, -0.2], [0.2, 0.1, 0.0], [-0.4, 0.1, 0.0], [0.4, -0.1, 0.4], [0.6, 1.0, -1.9], [-0.9, -0.7, -0.2], [0.3, 0.0, 0.1], [0.0, 0.7, 0.5], [-0.8, 0.2, -0.4], [0.1, -0.1, 0.0], [0.0, 0.0, 0.0], [0.1, 0.0, 0.1], [-0.2, 0.0, 0.0], [0.0, 0.0, 0.0], [0.1, 0.1, 0.2], [0.3, 0.1, 0.1], [0.0, 0.0, 0.0], [0.0, -0.1, 0.0], [0.0, 0.0, 0.0], [0.0, -0.3, -0.1], [0.2, -0.5, 0.0], [0.2, 0.0, 0.1], [0.2, 0.0, 0.1], [0.1, -0.1, 0.1], [0.6, 0.6, -0.2], [0.1, -0.4, 0.1], [-0.1, -0.1, 0.1], [0.2, 0.1, 0.6], [-0.6, 0.5, 0.0], [0.0, 0.0, -0.5], [-0.7, 0.1, -0.5], [-0.1, -0.3, 0.1], [0.0, -0.1, 0.0], [-0.2, 0.0, 0.3], [-0.2, 0.1, 0.0], [0.0, 0.2, -0.1], [-0.2, -0.1, -0.1], [0.1, 0.0, -0.3], [0.1, -0.1, 0.1], [0.1, -0.1, -0.1], [0.3, -0.2, -0.1], [-0.1, 0.0, 0.2], [0.1, -0.2, 0.2], [-0.1, 0.0, 0.4], [0.3, -0.1, -0.2], [0.5, 0.2, 0.0], [0.0, -0.2, -0.1], [0.4, 0.3, 0.4], [0.0, -0.5, 0.1], [-0.1, 1.2, 0.3], [0.2, -0.4, 0.0], [0.0, 0.3, -0.3], [-0.3, 0.0, 0.3], [0.1, 0.0, 0.1], [-0.1, 0.1, -0.1], [-0.1, -0.1, -0.1], [-0.2, 0.0, -0.1], [-0.1, 0.0, -0.1], [-0.1, -0.2, 0.1], [0.1, -0.3, -0.4], [0.0, -0.1, 0.1], [0.0, 0.1, -0.2], [-0.1, -0.1, -0.1], [0.1, -0.1, 0.0], [0.0, 0.0, 0.4], [0.0, 0.1, -0.3], [0.2, 0.1, 0.1], [0.0, 0.0, 0.1], [-0.5, 0.0, -0.3], [-0.2, 0.4, 0.4], [0.1, 0.1, 0.1], [0.1, -1.2, 0.0], [-0.3, 0.8, 0.5], [-0.1, -0.5, -0.3], [0.2, 0.3, 0.0], [0.3, -0.1, 0.2], [0.3, 0.0, 0.1], [0.1, 0.0, 0.0], [0.1, -0.1, -0.1], [0.0, -0.1, -0.1], [0.1, 0.4, 0.0], [-0.1, 0.2, -0.2], [0.2, -0.2, 0.0], [0.3, -0.1, -0.2], [-0.1, -0.1, -0.1], [0.1, 0.1, 0.0], [0.0, 0.0, 0.1], [0.0, -0.1, 0.0], [-0.2, 0.1, 0.0], [0.0, 0.0, 0.0], [0.1, 0.3, -0.7], [0.2, 0.0, 0.2], [0.0, -0.2, 0.4], [-0.7, -0.4, 0.1], [0.5, 0.3, 0.1], [-1.0, 0.1, -0.8], [0.4, -0.3, 0.3], [0.1, -0.1, 0.1], [-0.1, 0.0, 0.2], [0.0, -0.1, 0.4], [-0.2, 0.0, -0.2], [0.0, 0.2, 0.0], [0.1, 0.1, 0.0], [0.1, 0.0, -0.2], [0.0, 0.0, 0.0], [-0.1, -0.1, 0.0], [-0.1, -0.1, -0.2], [0.1, 0.2, 0.2], [0.5, 0.0, 0.1], [0.1, 0.0, 0.0], [-0.1, 0.0, 0.2], [0.1, 0.1, -0.3]]
}